(1)
72
Properties=species:S:1:pos:R:3 method="wB97M-V/def2-TZVPD" homo_energy_ev="-0.04 / -2.35" total_charge=-2 energy_ha=-3332.85923 e_lumo_ev="3.800 / 3.797" multiplicity=3
Ti 0.209 -0.063 0.108
N -4.108 0.511 1.765
C -2.866 -0.032 2.025
S -1.991 0.554 3.389
N -2.591 -1.073 1.267
N -1.276 -1.419 1.083
C -1.094 -2.697 1.095
C 0.179 -3.404 0.954
C 0.191 -4.792 1.096
C 1.371 -5.516 1.066
C 2.577 -4.839 0.888
C 2.596 -3.464 0.739
C 1.401 -2.732 0.768
O 1.424 -1.426 0.662
H -4.239 1.427 2.156
H -4.402 0.393 0.806
H -1.979 -3.304 1.281
H -0.755 -5.303 1.240
H 1.354 -6.592 1.184
H 3.510 -5.391 0.856
H 3.516 -2.917 0.580
B 3.207 -0.439 -1.693
N 2.695 1.027 -1.772
C 3.072 1.991 -2.618
C 2.149 3.020 -2.565
C 1.200 2.573 -1.645
N 1.539 1.381 -1.163
N 2.048 -1.355 -2.243
C 2.171 -2.300 -3.184
C 0.937 -2.876 -3.412
C 0.081 -2.187 -2.547
N 0.750 -1.275 -1.854
H 4.148 -0.558 -2.454
H 3.494 -0.715 -0.555
H 3.967 1.867 -3.205
H 2.141 3.939 -3.124
H 0.290 3.041 -1.314
H 3.134 -2.482 -3.632
H 0.688 -3.662 -4.104
H -0.983 -2.279 -2.392
C 2.191 4.391 2.118
N 2.027 2.975 2.405
C 2.883 2.294 3.205
C 2.674 1.008 3.537
C 1.535 0.366 2.922
N 0.845 0.948 1.957
C 0.952 2.320 1.762
O 0.194 2.960 1.077
N 1.130 -0.831 3.388
H 2.789 4.840 2.910
H 1.210 4.855 2.078
H 2.676 4.535 1.151
H 3.725 2.860 3.587
H 3.306 0.481 4.233
H 0.311 -1.210 2.923
H 1.836 -1.514 3.614
O -2.442 -0.644 -1.818
C -2.076 0.511 -1.676
O -1.203 0.877 -0.736
C -2.527 1.607 -2.565
C -2.416 2.950 -2.181
C -2.848 3.973 -2.998
C -3.407 3.670 -4.259
C -3.511 2.320 -4.659
C -3.083 1.318 -3.816
N -3.849 4.682 -5.093
O -3.736 5.895 -4.713
O -4.359 4.378 -6.223
H -1.999 3.176 -1.206
H -2.774 5.009 -2.706
H -3.930 2.108 -5.631
H -3.163 0.280 -4.115

(2)
11
Properties=species:S:1:pos:R:3 method="wB97M-V/def2-TZVPD" homo_energy_ev=-9.31 energy_ha=-264.42427 e_lumo_ev=0.620
C -1.072 0.476 0.469
C 0.318 1.043 -0.068
H -1.650 -0.421 -1.353
H -0.958 -1.658 -0.152
H -1.784 1.306 0.451
H -0.916 0.043 1.515
H 0.183 2.067 -0.487
H 0.807 -0.757 1.180
N -1.581 -0.681 -0.343
N 1.371 0.351 -0.359
O 1.289 -0.923 0.169

(3)
17
Properties=species:S:1:pos:R:3 method="wB97M-V/def2-TZVPD" homo_energy_ev="-20.23 / -17.67" total_charge=+2 energy_ha=-324.97881 e_lumo_ev="-6.652 / -15.618" multiplicity=2
C 0.161 -0.649 1.970
N 0.162 0.712 1.339
H -0.785 -1.126 1.816
H 0.922 -1.272 1.509
H 0.324 -0.565 3.013
H -0.128 1.524 1.890
H -0.431 0.663 0.489
H 1.123 0.953 1.096
H -3.588 -1.170 -2.279
H -3.272 -0.819 -3.731
O -2.962 -0.658 -2.821
H -1.938 0.252 -1.506
H -1.627 1.724 -1.502
O -1.335 0.895 -1.080
H 4.951 -0.121 0.573
H 4.331 -0.205 -0.864
O 4.091 -0.139 0.088

(4)
45
Properties=species:S:1:pos:R:3 method="wB97M-V/def2-TZVPD" homo_energy_ev=-6.91 energy_ha=-1989.91459 e_lumo_ev=-2.541
C 4.437 4.364 0.062
N 3.634 3.872 -1.040
C 4.219 4.106 -2.346
C 2.388 3.283 -0.870
C 1.219 4.073 -0.972
C -0.006 3.488 -0.816
N -0.075 2.167 -0.573
B -1.436 1.718 -0.392
H -2.236 -0.978 -0.203
C 1.022 1.349 -0.476
C 2.277 1.893 -0.608
H 3.889 4.279 1.007
H 5.375 3.795 0.130
H 4.695 5.418 -0.118
H 3.522 3.808 -3.139
H 4.466 5.171 -2.454
H 5.152 3.532 -2.447
H 1.257 5.129 -1.163
H -0.953 4.004 -0.871
H -1.707 1.283 0.688
H -1.827 0.981 -1.242
H 0.851 0.285 -0.287
H 3.157 1.245 -0.526
O -2.550 -1.784 3.956
S -1.617 -1.564 2.879
O -1.145 -0.244 2.494
C -0.025 -2.482 3.369
F 0.426 -1.922 4.508
F -0.258 -3.796 3.575
F 0.920 -2.349 2.405
C -2.280 -2.364 1.432
C -1.698 -1.832 0.103
C -2.192 -2.626 -1.035
N -1.823 -2.370 -2.330
O -1.243 -1.454 -2.904
O -2.215 -3.560 -3.043
N -2.820 -4.488 -2.216
C -2.855 -3.867 -0.977
C -3.210 -4.381 0.317
N -3.842 -5.616 0.555
O -4.215 -6.330 -0.392
O -4.026 -5.958 1.749
C -2.899 -3.589 1.496
H -0.607 -1.699 0.217
H -3.147 -3.992 2.499

(5)
14
Properties=species:S:1:pos:R:3 method="wB97M-V/def2-TZVPD" homo_energy_ev=-6.84 energy_ha=-607.24419 e_lumo_ev=-0.078
C 0.335 -0.585 0.038
C -0.133 0.607 -0.166
C 0.190 -2.007 -0.058
C -0.875 1.851 0.083
N 1.414 0.192 0.547
N 2.658 0.163 -0.114
P 4.196 0.337 0.481
H -0.761 -2.194 0.307
H 1.088 -2.452 0.505
H 0.077 -2.290 -1.146
H -0.667 2.270 1.087
H -1.970 1.456 0.058
H -0.836 2.565 -0.739
H 2.478 -0.106 -1.080

(6)
193
Properties=species:S:1:pos:R:3 method="wB97M-V/def2-TZVPD" homo_energy_ev=-8.82 energy_ha=-4593.40422 e_lumo_ev=0.491
C 3.101 2.626 -1.095
O 3.630 1.513 -0.450
C 3.252 1.435 0.921
C 2.105 0.497 1.105
O 2.558 -0.833 0.971
C 1.486 -1.718 1.231
C 1.934 -3.234 1.157
O 0.886 -3.975 1.783
C 1.210 -5.406 1.822
H 2.226 2.394 -1.683
H 3.958 2.901 -1.829
H 2.929 3.443 -0.416
H 3.223 2.435 1.358
H 4.100 0.993 1.407
H 1.376 0.676 0.301
H 1.628 0.679 2.083
H 0.639 -1.514 0.607
H 1.082 -1.614 2.320
H 2.838 -3.372 1.687
H 2.137 -3.582 0.140
H 2.029 -5.636 2.540
H 1.573 -5.721 0.790
H 0.334 -5.958 2.102
C -5.324 -4.593 -1.809
O -4.903 -3.614 -0.894
C -3.491 -3.775 -0.692
C -2.925 -2.694 0.315
O -2.831 -3.343 1.556
C -2.301 -2.462 2.537
C -2.115 -3.059 3.874
O -2.223 -2.207 5.023
C -2.025 -2.983 6.250
H -5.112 -5.621 -1.453
H -4.874 -4.443 -2.761
H -6.423 -4.535 -1.896
H -2.918 -3.608 -1.604
H -3.230 -4.776 -0.288
H -3.644 -1.881 0.312
H -1.930 -2.245 -0.009
H -3.090 -1.621 2.654
H -1.335 -2.003 2.277
H -1.144 -3.608 4.014
H -2.891 -3.812 4.003
H -1.037 -3.491 6.177
H -2.820 -3.845 6.258
H -2.008 -2.274 6.988
C 2.686 2.024 -5.797
O 3.198 1.204 -4.875
C 4.626 1.261 -4.874
C 5.201 0.201 -3.989
O 4.963 -1.048 -4.565
C 5.313 -2.218 -3.865
C 4.746 -3.416 -4.779
O 5.292 -3.497 -6.032
C 6.644 -3.763 -6.112
H 1.567 1.950 -5.961
H 3.127 1.806 -6.775
H 2.937 3.092 -5.535
H 4.798 2.279 -4.637
H 4.960 1.078 -5.872
H 4.732 0.335 -2.947
H 6.301 0.470 -3.863
H 4.765 -2.229 -2.996
H 6.373 -2.280 -3.741
H 3.659 -3.173 -4.807
H 4.868 -4.206 -4.048
H 6.872 -3.812 -7.196
H 6.995 -4.731 -5.673
H 7.287 -3.055 -5.580
C -6.562 4.315 -7.410
O -5.162 4.293 -7.294
C -4.781 3.804 -6.005
C -4.699 5.025 -5.003
O -3.982 4.637 -3.861
C -2.593 4.347 -4.032
C -1.929 4.713 -2.698
O -1.526 6.034 -2.549
C -0.173 6.221 -2.993
H -7.018 4.576 -6.510
H -6.903 3.348 -7.855
H -6.849 5.114 -8.134
H -3.738 3.425 -6.126
H -5.481 3.024 -5.682
H -5.700 5.365 -4.608
H -4.117 5.813 -5.546
H -2.110 4.948 -4.867
H -2.352 3.371 -4.372
H -1.062 4.080 -2.430
H -2.743 4.548 -1.937
H 0.474 5.595 -2.359
H 0.101 7.264 -2.889
H -0.018 5.859 -4.052
C -0.393 0.686 6.313
O 0.749 0.632 7.177
C 1.597 -0.497 6.938
C 1.055 -1.931 7.091
O 2.073 -2.893 7.124
C 1.732 -4.030 6.379
C 1.853 -3.885 4.869
O 3.163 -3.982 4.485
C 4.002 -3.012 5.054
H -1.179 1.284 6.776
H -0.939 -0.293 6.239
H -0.137 1.036 5.330
H 2.371 -0.310 7.668
H 2.088 -0.459 5.955
H 0.469 -2.089 6.229
H 0.367 -2.057 7.998
H 0.763 -4.317 6.783
H 2.450 -4.888 6.640
H 1.434 -2.887 4.645
H 1.281 -4.632 4.418
H 5.002 -3.104 4.688
H 4.098 -3.235 6.097
H 3.560 -2.004 4.890
C 0.403 -4.393 -3.369
O 0.128 -3.021 -3.299
C 1.209 -2.253 -2.824
C 0.709 -0.800 -2.820
O -0.385 -0.831 -1.923
C -0.714 0.491 -1.676
C -1.845 0.577 -0.677
O -1.466 -0.060 0.556
C -1.445 0.858 1.588
H 0.837 -4.658 -2.415
H 1.138 -4.590 -4.173
H -0.558 -4.952 -3.522
H 2.075 -2.280 -3.531
H 1.441 -2.603 -1.803
H 0.342 -0.518 -3.801
H 1.460 -0.074 -2.516
H -1.048 1.067 -2.579
H 0.132 1.062 -1.268
H -2.744 0.120 -1.034
H -2.024 1.613 -0.546
H -2.405 1.413 1.526
H -0.629 1.553 1.573
H -1.383 0.412 2.580
C -5.144 0.541 4.590
O -5.281 1.332 3.497
C -4.481 2.516 3.539
C -4.671 3.222 2.219
O -3.947 4.411 2.376
C -3.704 4.842 1.045
C -2.824 6.088 1.040
O -1.648 5.846 1.719
C -0.643 6.770 1.383
H -5.388 1.177 5.450
H -4.152 0.109 4.788
H -5.804 -0.349 4.528
H -3.438 2.269 3.692
H -4.799 3.214 4.305
H -5.720 3.378 2.102
H -4.359 2.559 1.393
H -4.674 5.157 0.575
H -3.222 4.128 0.381
H -3.319 6.944 1.516
H -2.539 6.298 -0.005
H -0.097 6.467 0.446
H 0.124 6.819 2.201
H -1.062 7.767 1.362
C 0.571 4.633 6.266
S -0.126 4.852 4.670
O 0.398 3.755 3.798
C -1.787 4.451 5.073
H 0.496 5.591 6.889
H 1.538 4.380 6.043
H 0.185 3.822 6.820
H -1.883 3.452 5.502
H -2.424 4.553 4.220
H -2.162 5.289 5.747
C -3.182 -1.776 -3.561
S -3.905 -0.780 -4.860
O -3.767 0.588 -4.377
C -2.538 -1.115 -5.972
H -2.701 -2.623 -4.057
H -3.926 -2.187 -2.902
H -2.470 -1.118 -3.084
H -1.447 -0.809 -5.610
H -2.757 -0.626 -6.913
H -2.518 -2.231 -6.189
C 6.805 -4.423 -1.230
O 7.484 -3.970 -2.117
N 5.978 -3.705 -0.424
C 5.532 -4.321 0.799
C 5.825 -2.294 -0.349
H 6.894 -5.496 -1.012
H 5.539 -5.403 0.848
H 4.511 -4.053 1.034
H 6.148 -3.974 1.663
H 4.783 -2.105 -0.117
H 6.294 -2.016 0.619
H 6.089 -1.645 -1.148